Formula: C6H10O
Source: the OMol25 dataset
Level of theory: wB97M-V/def2-TZVPD

Last columns: bonded neighbours and bond lengths (Å).
Geometry (Å):
1 C 1.806 1.469 -0.238  C2 1.294, H8 1.120, H9 1.097
2 C 2.065 0.226 0.008  C1 1.294, C5 1.540
3 C -1.180 -0.362 1.174  C4 1.461, O7 1.355, H10 1.189
4 C -1.600 -0.240 -0.220  C3 1.461, C6 1.611, O7 1.440, H11 1.118
5 C 3.136 -0.856 0.243  C2 1.540, H12 1.130, H13 1.185, H14 1.154
6 C -3.190 -0.228 -0.482  C4 1.611, H15 1.075, H16 1.063, H17 1.074
7 O -1.289 0.876 0.635  C3 1.355, C4 1.440
8 H 2.671 2.145 -0.460  C1 1.120
9 H 0.802 1.873 -0.416  C1 1.097
10 H -1.981 -0.659 2.000  C3 1.189
11 H -1.028 -0.201 -1.180  C4 1.118
12 H 4.117 -0.336 0.454  C5 1.130
13 H 2.934 -1.670 1.080  C5 1.185
14 H 3.236 -1.314 -0.811  C5 1.154
15 H -3.430 -1.198 -0.877  C6 1.075
16 H -3.261 0.476 -1.276  C6 1.063
17 H -3.808 -0.001 0.366  C6 1.074

Computed properties:
HOMO level (spin up / spin down) = -0.2850 / -0.3131 Ha
2S+1 = 1
LUMO energy (spin up / spin down) = 0.15 / 0.52 eV
charge = 0

Per-atom natural (NBO) charges, elementary charge units: number 1, C, carries -0.56; number 2, C, carries 0.15; number 3, C, carries 0.11; number 4, C, carries -0.01; number 5, C, carries -0.73; number 6, C, carries -0.63; number 7, O, carries -0.48; number 8, H, carries 0.20; number 9, H, carries 0.23; number 10, H, carries 0.16; number 11, H, carries 0.21; number 12, H, carries 0.22; number 13, H, carries 0.25; number 14, H, carries 0.24; number 15, H, carries 0.21; number 16, H, carries 0.21; number 17, H, carries 0.22

***

Formula: C6H10O
Source: the OMol25 dataset
Level of theory: wB97M-V/def2-TZVPD

Last columns: bonded neighbours and bond lengths (Å).
Geometry (Å):
1 C -2.148 -0.531 0.038  C2 1.501, H8 1.092, H9 1.093, H10 1.097
2 C -0.776 -0.004 -0.267  C1 1.501, O3 1.420, C7 1.519, H11 1.106
3 O -0.422 1.183 0.426  C2 1.420, C4 1.425
4 C 0.726 1.522 -0.346  O3 1.425, C5 1.665, H12 1.122, H13 1.085
5 C 1.532 0.065 -0.367  C4 1.665, C6 1.519, C7 1.499, H14 1.100
6 C 1.378 -0.553 1.012  C5 1.519, C7 1.498, H15 1.082, H16 1.091
7 C 0.429 -0.912 -0.090  C2 1.519, C5 1.499, C6 1.498, H17 1.089
8 H -2.906 0.167 -0.326  C1 1.092
9 H -2.295 -0.699 1.108  C1 1.093
10 H -2.275 -1.487 -0.485  C1 1.097
11 H -0.654 0.307 -1.321  C2 1.106
12 H 0.254 2.042 -1.221  C4 1.122
13 H 1.331 2.281 0.139  C4 1.085
14 H 2.389 -0.294 -0.955  C5 1.100
15 H 1.000 0.124 1.766  C6 1.082
16 H 2.083 -1.294 1.392  C6 1.091
17 H 0.355 -1.917 -0.502  C7 1.089

Computed properties:
HOMO level = -0.3635 Ha
structure (SMILES) = C[C@H]1OC[C@H]2C[C@H]21
2S+1 = 1
LUMO energy = 1.17 eV
charge = 0

Per-atom natural (NBO) charges, elementary charge units: number 1, C, carries -0.62; number 2, C, carries 0.10; number 3, O, carries -0.53; number 4, C, carries -0.09; number 5, C, carries -0.26; number 6, C, carries -0.43; number 7, C, carries -0.27; number 8, H, carries 0.22; number 9, H, carries 0.22; number 10, H, carries 0.21; number 11, H, carries 0.16; number 12, H, carries 0.19; number 13, H, carries 0.19; number 14, H, carries 0.23; number 15, H, carries 0.23; number 16, H, carries 0.22; number 17, H, carries 0.22

***

Formula: C6H10O
Source: the OMol25 dataset
Level of theory: wB97M-V/def2-TZVPD

Last columns: bonded neighbours and bond lengths (Å).
Geometry (Å):
1 C 2.656 0.815 -0.015  C2 1.326, H7 1.088, H8 1.080
2 C 1.894 0.048 0.752  C1 1.326, C3 1.484, H9 1.084
3 C 0.423 0.185 0.895  C2 1.484, C4 1.330, H10 1.085
4 C -0.396 0.773 0.028  C3 1.330, C5 1.473, H11 1.086
5 C -1.864 0.740 0.137  C4 1.473, C6 1.328, H12 1.085
6 C -2.628 0.806 -0.947  C5 1.328, H13 1.088, H14 1.086
7 H 3.704 0.523 -0.039  C1 1.088
8 H 2.416 1.601 -0.716  C1 1.080
9 H 2.282 -0.857 1.205  C2 1.084
10 H 0.032 -0.382 1.734  C3 1.085
11 H -0.059 1.302 -0.858  C4 1.086
12 H -2.277 0.654 1.137  C5 1.085
13 H -2.206 0.645 -1.937  C6 1.088
14 H -3.677 0.531 -1.001  C6 1.086
15 O -0.403 -2.567 0.064  H16 0.958, H17 0.960
16 H -0.055 -1.676 0.022  O15 0.958
17 H 0.157 -3.144 -0.460  O15 0.960

Computed properties:
HOMO level = -0.3198 Ha
structure (SMILES) = C=C/C=C/C=C.O
2S+1 = 1
LUMO energy = 0.31 eV
charge = 0

Per-atom natural (NBO) charges, elementary charge units: number 1, C, carries -0.37; number 2, C, carries -0.22; number 3, C, carries -0.26; number 4, C, carries -0.19; number 5, C, carries -0.20; number 6, C, carries -0.37; number 7, H, carries 0.19; number 8, H, carries 0.20; number 9, H, carries 0.21; number 10, H, carries 0.22; number 11, H, carries 0.21; number 12, H, carries 0.21; number 13, H, carries 0.19; number 14, H, carries 0.20; number 15, O, carries -0.95; number 16, H, carries 0.48; number 17, H, carries 0.47